#P
This record from OMol25 describes 4 unconnected molecules or ions with the total composition H8O4. The level of theory is wB97M-V/def2-TZVPD.

HOMO level: -11.29 eV
2S+1: 1
orbital gap: 11.83 eV
LUMO level: 0.54 eV
SMILES: O.O.O.O

Each line ends with the natural charge from an NBO analysis.
Geometry (Å):
O -3.798 0.747 4.552  -0.931
H -3.942 0.079 3.882  0.466
H -4.402 0.515 5.257  0.465
O 1.556 2.014 -3.342  -0.938
H 1.128 2.100 -4.194  0.467
H 1.907 1.123 -3.339  0.471
O 0.163 0.672 1.167  -0.936
H 0.497 0.828 0.284  0.472
H -0.065 -0.257 1.177  0.464
O 2.282 -2.230 -1.908  -0.940
H 1.818 -2.975 -2.290  0.469
H 2.855 -2.617 -1.246  0.471

#Q
This record from OMol25 describes 4 unconnected molecules or ions with the total composition H8O4. The level of theory is wB97M-V/def2-TZVPD.

HOMO level: -10.90 eV
2S+1: 1
orbital gap: 11.39 eV
LUMO level: 0.50 eV
SMILES: O.O.O.O

Each line ends with the natural charge from an NBO analysis.
Geometry (Å):
O 2.368 -2.022 -1.476  -0.942
H 3.223 -1.964 -1.913  0.468
H 2.542 -1.806 -0.553  0.474
O -2.037 2.761 0.441  -0.942
H -2.553 1.959 0.304  0.468
H -1.707 2.689 1.343  0.476
O -0.608 -1.565 1.370  -0.964
H -1.462 -1.451 1.794  0.458
H -0.509 -0.816 0.757  0.493
O 0.246 0.583 -0.332  -0.965
H -0.382 1.219 -0.696  0.487
H 0.880 0.412 -1.039  0.489

Which of them is the least stable? Correct choice: #P.

#P
This record from OMol25 describes 4 unconnected molecules or ions with the total composition H8O4. The level of theory is wB97M-V/def2-TZVPD.

HOMO level: -11.33 eV
2S+1: 1
orbital gap: 11.71 eV
LUMO level: 0.38 eV
SMILES: O.O.O.O

Each line ends with the natural charge from an NBO analysis.
Geometry (Å):
O 2.020 0.880 0.011  -0.941
H 2.675 0.990 0.700  0.468
H 1.181 0.919 0.468  0.473
O 2.247 2.654 -4.078  -0.939
H 2.129 2.255 -3.217  0.473
H 3.036 3.189 -3.989  0.465
O -2.496 0.377 1.821  -0.940
H -3.066 0.960 2.322  0.471
H -3.068 -0.339 1.543  0.470
O -1.640 -4.286 1.273  -0.934
H -1.259 -3.475 0.937  0.468
H -1.760 -4.125 2.209  0.467

#Q
This record from OMol25 describes 4 unconnected molecules or ions with the total composition H8O4. The level of theory is wB97M-V/def2-TZVPD.

HOMO level: -10.71 eV
2S+1: 1
orbital gap: 10.94 eV
LUMO level: 0.23 eV
SMILES: O.O.O.O

Each line ends with the natural charge from an NBO analysis.
Geometry (Å):
O -0.153 0.332 -2.241  -0.931
H -0.692 0.516 -2.982  0.475
H 0.598 0.848 -2.430  0.478
O -1.520 0.482 0.169  -0.980
H -1.040 0.335 -0.662  0.495
H -1.979 1.271 -0.069  0.471
O -0.078 -1.639 1.526  -0.957
H -0.732 -1.022 1.178  0.490
H -0.334 -1.736 2.442  0.469
O 2.218 0.011 1.208  -0.957
H 2.441 0.746 0.675  0.455
H 1.267 -0.147 1.188  0.492

Which of them is the least stable? Correct choice: #P.

#P
This record from OMol25 describes 4 unconnected molecules or ions with the total composition H8O4. The level of theory is wB97M-V/def2-TZVPD.

HOMO level: -10.95 eV
2S+1: 1
orbital gap: 11.17 eV
LUMO level: 0.22 eV
SMILES: O.O.O.O

Each line ends with the natural charge from an NBO analysis.
Geometry (Å):
O -1.497 1.337 -1.611  -0.951
H -1.142 0.690 -1.017  0.479
H -1.133 2.161 -1.271  0.458
O -0.818 -0.541 0.449  -0.983
H -0.020 0.007 0.519  0.503
H -1.418 -0.261 1.155  0.484
O 0.888 -2.897 0.348  -0.969
H 0.695 -3.174 -0.601  0.473
H 0.239 -2.284 0.644  0.489
O 1.044 1.547 0.487  -0.957
H 1.596 1.828 1.201  0.487
H 1.567 1.587 -0.302  0.488

#Q
This record from OMol25 describes 4 unconnected molecules or ions with the total composition H8O4. The level of theory is wB97M-V/def2-TZVPD.

HOMO level: -11.19 eV
2S+1: 1
orbital gap: 11.62 eV
LUMO level: 0.43 eV
SMILES: O.O.O.O

Each line ends with the natural charge from an NBO analysis.
Geometry (Å):
H 0.127 -2.093 -0.353  0.491
H -0.387 -3.285 -1.236  0.466
H -1.042 1.880 1.062  0.480
H 0.351 2.033 0.747  0.477
H 0.193 0.227 1.148  0.515
H 1.582 -0.633 0.639  0.515
H -0.008 0.679 -0.640  0.485
H -1.464 0.815 -1.042  0.465
O 0.375 -2.795 -0.989  -0.968
O -0.218 2.008 1.524  -0.929
O 0.561 -0.448 0.512  -1.020
O -0.637 1.283 -1.089  -0.977

Which of them is the least stable? Correct choice: #Q.

#P
This record from OMol25 describes 2 unconnected molecules or ions with the total composition C11H15N. The level of theory is wB97M-V/def2-TZVPD.

HOMO level: -7.80 eV
2S+1: 1
orbital gap: 8.70 eV
LUMO level: 0.90 eV
SMILES: Cc1c[nH]c2ccccc12.CC

Each line ends with the natural charge from an NBO analysis.
Geometry (Å):
C -2.691 1.570 1.659  -0.599
C -2.460 0.083 1.324  -0.614
H -1.754 2.010 2.221  0.189
H -2.628 2.046 0.778  0.202
H -3.571 1.891 2.135  0.204
H -1.850 -0.528 2.079  0.200
H -2.087 -0.068 0.359  0.213
H -3.485 -0.321 1.520  0.205
C 0.903 -1.749 1.735  -0.630
C 0.768 -0.353 -1.744  0.126
C 1.072 -0.326 -0.340  -0.080
C 0.782 -1.586 0.308  -0.091
C 0.414 -2.369 -0.737  -0.026
C 0.999 0.580 -2.727  -0.251
C 1.480 1.762 -2.283  -0.205
C 1.733 0.915 -0.044  -0.193
C 1.957 1.859 -0.940  -0.247
N 0.166 -1.618 -1.811  -0.516
H 0.130 -2.158 -2.693  0.391
H 0.855 0.402 -3.858  0.223
H 0.149 -3.374 -0.578  0.207
H 1.355 2.594 -2.898  0.209
H 2.197 1.222 0.935  0.208
H 1.942 -1.599 2.044  0.215
H 0.612 -2.765 1.987  0.220
H 2.485 2.830 -0.694  0.213
H 0.525 -0.951 2.263  0.227

#Q
This record from OMol25 describes 2 unconnected molecules or ions with the total composition C11H15N. The level of theory is wB97M-V/def2-TZVPD.

HOMO level: -7.79 eV
2S+1: 1
orbital gap: 8.69 eV
LUMO level: 0.90 eV
SMILES: Cc1c[nH]c2ccccc12.CC

Each line ends with the natural charge from an NBO analysis.
Geometry (Å):
C 2.324 1.343 3.047  -0.626
C -0.161 -0.760 1.231  0.124
C 1.149 -0.264 1.387  -0.031
C 1.118 0.671 2.479  -0.109
C -0.181 0.759 2.879  -0.031
C 0.538 -2.157 -0.551  -0.213
C -0.481 -1.732 0.291  -0.248
C 1.850 -1.684 -0.391  -0.239
C 2.175 -0.785 0.594  -0.218
N -0.957 -0.106 2.139  -0.527
H 0.215 -2.708 -1.426  0.210
H -1.448 -2.163 0.060  0.215
H 2.584 -2.077 -1.083  0.210
H 3.189 -0.450 0.696  0.211
H -1.958 -0.144 2.090  0.409
H -0.625 1.417 3.610  0.210
H 3.100 1.438 2.285  0.215
H 2.773 0.635 3.755  0.216
H 2.176 2.288 3.550  0.221
C -2.690 0.237 -3.272  -0.613
C -1.632 1.332 -3.410  -0.614
H -2.850 -0.368 -4.162  0.206
H -2.529 -0.408 -2.408  0.205
H -3.638 0.750 -3.094  0.201
H -0.647 1.119 -2.984  0.209
H -1.954 2.215 -2.864  0.202
H -1.438 1.601 -4.448  0.205

Which of them is the least stable? Correct choice: #P.

#P
This record from OMol25 describes 2 unconnected molecules or ions with the total composition C11H15N. The level of theory is wB97M-V/def2-TZVPD.

HOMO level: -7.83 eV
2S+1: 1
orbital gap: 8.76 eV
LUMO level: 0.92 eV
SMILES: Cc1c[nH]c2ccccc12.CC

Each line ends with the natural charge from an NBO analysis.
Geometry (Å):
C 1.001 -0.322 2.287  -0.633
C 0.526 1.668 -0.837  0.204
C -0.034 0.958 0.253  -0.120
C 1.040 0.283 0.895  -0.077
C 2.205 0.665 0.292  -0.044
C -0.261 2.350 -1.767  -0.267
C -1.618 2.377 -1.519  -0.210
C -1.404 1.125 0.551  -0.194
C -2.137 1.933 -0.286  -0.237
N 1.879 1.466 -0.793  -0.540
H 2.560 2.035 -1.261  0.406
H 0.090 2.712 -2.724  0.217
H 3.192 0.755 0.704  0.210
H -2.314 2.854 -2.189  0.212
H -1.794 0.563 1.388  0.213
H 1.347 -1.346 2.383  0.221
H -0.023 -0.239 2.653  0.212
H -3.138 2.197 0.034  0.211
H 1.577 0.351 2.925  0.216
C -0.718 -2.952 0.271  -0.621
C 0.045 -2.661 -1.026  -0.629
H -1.771 -2.684 0.114  0.204
H -0.809 -4.024 0.448  0.206
H -0.434 -2.399 1.155  0.207
H 0.583 -3.547 -1.363  0.205
H -0.477 -2.115 -1.805  0.214
H 0.885 -2.005 -0.784  0.213

#Q
This record from OMol25 describes 2 unconnected molecules or ions with the total composition C11H15N. The level of theory is wB97M-V/def2-TZVPD.

HOMO level: -7.71 eV
2S+1: 1
orbital gap: 8.59 eV
LUMO level: 0.88 eV
SMILES: Cc1c[nH]c2ccccc12.CC

Each line ends with the natural charge from an NBO analysis.
Geometry (Å):
C -0.520 -3.274 1.279  -0.638
C 0.341 -4.429 1.641  -0.615
H 0.014 -2.236 1.079  0.218
H -1.096 -3.401 0.403  0.198
H -1.321 -2.666 1.899  0.217
H -0.084 -5.262 2.075  0.209
H 1.208 -4.157 2.279  0.206
H 0.751 -4.724 0.684  0.205
C 0.613 3.524 0.909  -0.648
C 0.414 0.274 -0.955  0.175
C -0.322 1.364 -0.338  -0.085
C 0.769 2.359 0.072  -0.101
C 1.963 1.801 -0.316  -0.034
C -0.097 -0.963 -1.308  -0.250
C -1.442 -0.978 -0.892  -0.215
C -1.639 1.327 -0.035  -0.195
C -2.168 0.002 -0.288  -0.258
N 1.778 0.538 -0.947  -0.557
H 2.539 -0.028 -1.238  0.411
H 0.538 -1.752 -1.540  0.217
H 2.850 2.358 -0.222  0.207
H -1.708 -1.979 -1.076  0.211
H -2.099 2.266 0.390  0.231
H 1.000 3.449 1.949  0.230
H -0.444 4.009 0.770  0.220
H -3.215 -0.096 0.122  0.219
H 1.148 4.416 0.443  0.222

#R
This record from OMol25 describes 2 unconnected molecules or ions with the total composition C11H15N. The level of theory is wB97M-V/def2-TZVPD.

HOMO level: -7.84 eV
2S+1: 1
orbital gap: 8.77 eV
LUMO level: 0.94 eV
SMILES: Cc1c[nH]c2ccccc12.CC

Each line ends with the natural charge from an NBO analysis.
Geometry (Å):
C 1.117 2.127 0.302  -0.618
C 2.425 1.329 0.152  -0.613
H 0.728 1.855 1.287  0.201
H 1.234 3.171 0.410  0.202
H 0.413 1.839 -0.470  0.212
H 3.263 1.994 -0.069  0.199
H 2.373 0.646 -0.687  0.207
H 2.658 0.740 1.034  0.206
C -1.859 0.305 -2.395  -0.631
C -0.774 -0.618 1.079  0.148
C -0.710 -0.852 -0.316  -0.106
C -1.676 -0.004 -0.934  -0.088
C -2.300 0.679 0.063  -0.033
C -0.116 -1.466 1.991  -0.251
C 0.833 -2.289 1.434  -0.214
C 0.323 -1.654 -0.827  -0.179
C 1.158 -2.285 0.068  -0.245
N -1.721 0.341 1.266  -0.517
H -2.037 0.706 2.140  0.407
H -0.496 -1.542 3.000  0.217
H -3.104 1.388 0.024  0.210
H 1.489 -2.904 2.040  0.211
H 0.456 -1.712 -1.900  0.209
H -2.866 0.078 -2.754  0.218
H -1.231 -0.413 -2.932  0.213
H 2.048 -2.778 -0.298  0.213
H -1.625 1.319 -2.708  0.219

Which of them is the least stable? Correct choice: #Q.

#P
This record from OMol25 describes a single C3H3NO2 molecule. The level of theory is wB97M-V/def2-TZVPD.

HOMO level: -9.66 eV
2S+1: 1
orbital gap: 10.02 eV
LUMO level: 0.36 eV
SMILES: C=C(C#N)OO

Each line ends with the natural charge from an NBO analysis.
Geometry (Å):
C -0.372 0.801 -0.879  0.210
C 0.014 -1.473 -0.612  -0.383
C -0.056 -0.233 -0.058  0.157
N -0.777 1.738 -1.411  -0.251
O 0.572 1.439 1.379  -0.410
O 0.189 0.055 1.227  -0.231
H 0.289 -2.382 -0.212  0.214
H -0.188 -1.537 -1.693  0.220
H 0.328 1.592 2.259  0.473

#Q
This record from OMol25 describes 2 unconnected molecules or ions with the total composition C3H3NO2. The level of theory is wB97M-V/def2-TZVPD.

HOMO level: -9.37 eV
2S+1: 1
orbital gap: 9.95 eV
LUMO level: 0.58 eV
SMILES: C=C=O.N=C=O

Each line ends with the natural charge from an NBO analysis.
Geometry (Å):
C 1.753 -0.138 0.076  0.863
C -2.086 0.207 0.347  0.724
C -1.262 -0.638 -0.087  -0.803
N 1.765 0.987 -0.355  -0.794
O 1.717 -1.154 0.641  -0.513
O -2.814 1.049 0.649  -0.456
H -0.804 -1.453 0.432  0.274
H -0.894 -0.427 -1.031  0.261
H 2.625 1.568 -0.672  0.444

#R
This record from OMol25 describes a single C3H3NO2 molecule. The level of theory is wB97M-V/def2-TZVPD.

HOMO level: -8.17 eV
2S+1: 1
orbital gap: 8.64 eV
LUMO level: 0.47 eV

Each line ends with the natural charge from an NBO analysis.
Geometry (Å):
O -1.629 0.869 -0.625  -0.649
C -0.774 -0.094 -0.299  0.213
C -0.396 -0.326 1.040  0.210
O 0.777 -0.455 1.441  -0.610
C 1.730 -0.053 -0.495  0.293
N 0.810 0.238 -1.164  -0.381
H -1.978 0.682 -1.505  0.486
H -1.242 -0.577 1.720  0.185
H 2.703 -0.283 -0.112  0.252

Which of them is the least stable? Correct choice: #P.

#P
This record from OMol25 describes a single C3H3NO2 molecule. The level of theory is wB97M-V/def2-TZVPD.

HOMO level: -9.26 eV
2S+1: 1
orbital gap: 9.43 eV
LUMO level: 0.17 eV

Each line ends with the natural charge from an NBO analysis.
Geometry (Å):
O 1.905 -1.114 0.323  -0.600
C 0.828 -0.580 0.243  0.874
N 0.513 0.693 -0.100  -0.616
C -0.851 0.972 -0.280  -0.348
C -1.830 0.087 -0.056  0.129
O -0.370 -1.203 0.497  -0.654
H 1.251 1.344 -0.313  0.428
H -1.139 1.955 -0.637  0.254
H -0.308 -2.152 0.323  0.533

#Q
This record from OMol25 describes a single C3H3NO2 molecule. The level of theory is wB97M-V/def2-TZVPD.

HOMO level: -10.32 eV
2S+1: 1
orbital gap: 9.26 eV
LUMO level: -1.06 eV
SMILES: O=C/C=N\C=O

Each line ends with the natural charge from an NBO analysis.
Geometry (Å):
C 0.582 -0.457 0.657  0.072
C 1.383 0.687 0.141  0.359
C -1.642 0.177 -0.045  0.501
N -0.664 -0.543 0.555  -0.379
O 2.579 0.733 0.181  -0.454
O -2.317 1.089 0.354  -0.538
H 1.125 -1.262 1.143  0.199
H 0.757 1.500 -0.278  0.123
H -1.878 -0.347 -1.002  0.117

Which of them is the least stable? Correct choice: #P.

#P
This record from OMol25 describes 2 unconnected molecules or ions with the total composition C3H3NO2. The level of theory is wB97M-V/def2-TZVPD.

HOMO level: -9.57 eV
2S+1: 1
orbital gap: 10.29 eV
LUMO level: 0.73 eV
SMILES: C=C=O.N=C=O

Each line ends with the natural charge from an NBO analysis.
Geometry (Å):
C 0.126 0.213 -1.262  -0.803
C -0.913 -0.093 -0.614  0.717
C 0.879 1.199 1.254  0.835
N 1.175 2.250 0.849  -0.764
O 0.464 0.289 1.796  -0.494
O -1.818 -0.417 0.037  -0.447
H 0.783 0.897 -0.714  0.243
H 0.424 -0.234 -2.228  0.276
H 1.263 2.719 -0.039  0.435

#Q
This record from OMol25 describes 2 unconnected molecules or ions with the total composition C3H3NO2. The level of theory is wB97M-V/def2-TZVPD.

HOMO level: -9.24 eV
2S+1: 1
orbital gap: 9.21 eV
LUMO level: -0.03 eV

Each line ends with the natural charge from an NBO analysis.
Geometry (Å):
O 1.519 -0.029 -0.057  -0.659
C 0.765 0.977 -0.421  0.611
C 1.043 2.176 -1.105  -0.107
O -0.469 1.071 -0.366  -0.553
C -1.652 -2.159 0.700  0.159
N -0.537 -1.881 0.649  -0.377
H 0.929 -0.755 0.251  0.525
H 1.093 3.015 -0.397  0.157
H -2.691 -2.416 0.747  0.243

Which of them is the least stable? Correct choice: #Q.